(1)
{"formula": "C34H25N4O5Rh", "method": "the ωB97M-V functional and the def2-TZVPD basis", "s_squared": 6.111, "homo_energy_ha": [-0.22662, -0.30103], "gap_ha": [0.2031, 0.2137], "multiplicity": 5, "symbols": ["Rh", "C", "O", "C", "C", "C", "C", "C", "C", "O", "C", "O", "C", "H", "H", "H", "H", "H", "H", "H", "H", "H", "C", "O", "C", "C", "C", "C", "C", "C", "N", "N", "C", "C", "C", "C", "O", "C", "N", "C", "C", "C", "C", "H", "H", "H", "H", "H", "H", "H", "H", "H", "H", "H", "H", "N", "C", "C", "C", "C", "C", "C", "C", "C", "C", "H", "H", "H", "H"], "xyz": [[14.11, 13.95, 17.45], [8.62, 18.28, 17.59], [8.08, 16.96, 17.58], [8.94, 15.90, 17.66], [8.37, 14.65, 18.00], [9.16, 13.53, 18.13], [10.55, 13.59, 17.89], [11.38, 12.40, 17.97], [10.62, 11.10, 18.14], [12.63, 12.41, 17.93], [11.17, 14.87, 17.58], [12.40, 15.07, 17.25], [10.31, 16.02, 17.47], [7.80, 19.00, 17.72], [9.21, 18.42, 16.66], [9.30, 18.41, 18.44], [7.27, 14.55, 18.11], [8.74, 12.58, 18.45], [10.17, 11.06, 19.15], [11.35, 10.28, 17.96], [9.80, 11.03, 17.38], [10.72, 16.99, 17.21], [18.45, 6.89, 17.88], [19.65, 7.70, 17.93], [19.79, 8.57, 18.96], [20.95, 9.39, 18.92], [21.04, 10.43, 19.80], [19.91, 10.74, 20.64], [19.00, 9.69, 20.92], [18.90, 8.65, 20.01], [19.60, 12.05, 20.81], [18.55, 12.32, 21.56], [17.68, 13.26, 21.07], [16.65, 13.62, 22.01], [15.42, 14.07, 21.59], [15.21, 14.09, 20.15], [14.02, 14.25, 19.67], [16.32, 13.90, 19.21], [16.01, 13.83, 17.87], [17.02, 13.77, 16.95], [18.33, 13.74, 17.39], [18.65, 13.59, 18.74], [17.61, 13.56, 19.67], [18.53, 6.40, 16.93], [17.54, 7.45, 17.96], [18.52, 6.10, 18.64], [21.74, 9.18, 18.13], [21.87, 11.11, 19.78], [18.26, 9.89, 21.67], [18.09, 7.94, 20.01], [16.95, 13.52, 23.04], [14.56, 14.27, 22.22], [16.70, 13.78, 15.89], [19.13, 13.83, 16.65], [19.68, 13.40, 19.03], [14.53, 13.39, 7.56], [14.34, 13.50, 8.73], [14.23, 13.70, 10.12], [15.40, 14.06, 10.82], [15.39, 14.05, 12.19], [14.20, 13.78, 12.93], [13.06, 13.40, 12.19], [13.05, 13.42, 10.80], [14.25, 13.79, 14.33], [14.27, 13.83, 15.56], [16.29, 14.34, 10.24], [16.28, 14.20, 12.77], [12.19, 13.04, 12.73], [12.12, 13.27, 10.29]]}

=====

(2)
{"formula": "C34H26AuN6O3S", "method": "the ωB97M-V functional and the def2-TZVPD basis", "s_squared": 2.009, "homo_energy_ha": [-0.40025, -0.39904], "total_charge": 1, "gap_ha": [0.2717, 0.2245], "multiplicity": 3, "symbols": ["Au", "C", "C", "C", "C", "N", "C", "N", "C", "N", "C", "N", "C", "C", "C", "C", "C", "N", "C", "C", "C", "C", "C", "C", "H", "H", "H", "H", "H", "H", "H", "H", "H", "H", "H", "H", "O", "S", "C", "C", "C", "C", "C", "C", "C", "C", "C", "C", "C", "C", "H", "H", "H", "H", "H", "H", "H", "H", "H", "H", "O", "C", "C", "C", "C", "O", "N", "H", "H", "H", "H"], "xyz": [[-0.46, -0.55, -1.49], [-0.86, -4.83, -2.17], [0.26, -5.43, -1.60], [1.21, -4.62, -1.01], [1.03, -3.23, -0.96], [-0.04, -2.68, -1.57], [-0.95, -3.46, -2.15], [2.01, -2.55, -0.32], [2.07, -1.31, 0.00], [1.13, -0.34, -0.11], [1.67, 0.89, 0.15], [1.16, 2.05, -0.01], [0.01, 2.42, -0.63], [-0.23, 3.81, -0.62], [-1.32, 4.33, -1.28], [-2.18, 3.45, -1.94], [-1.90, 2.10, -1.90], [-0.84, 1.60, -1.27], [3.02, 0.68, 0.66], [3.98, 1.56, 1.12], [5.20, 1.03, 1.51], [5.45, -0.34, 1.42], [4.50, -1.23, 0.95], [3.28, -0.70, 0.57], [-1.64, -5.42, -2.62], [0.39, -6.50, -1.62], [2.10, -5.02, -0.56], [-1.77, -2.94, -2.63], [0.48, 4.42, -0.10], [-1.48, 5.39, -1.31], [-3.05, 3.81, -2.47], [-2.54, 1.39, -2.39], [3.78, 2.62, 1.17], [5.98, 1.69, 1.87], [6.42, -0.71, 1.73], [4.70, -2.28, 0.86], [-1.68, -1.10, 0.40], [-0.97, -0.59, 1.63], [-1.92, -1.19, 3.05], [-3.27, -1.45, 3.02], [-3.90, -1.86, 4.19], [-3.17, -2.00, 5.36], [-1.81, -1.72, 5.38], [-1.18, -1.31, 4.22], [-1.57, 1.10, 1.81], [-0.78, 2.02, 2.48], [-1.22, 3.33, 2.56], [-2.42, 3.70, 1.99], [-3.21, 2.77, 1.33], [-2.77, 1.46, 1.23], [-3.82, -1.34, 2.10], [-4.96, -2.06, 4.17], [-3.67, -2.32, 6.26], [-1.25, -1.82, 6.29], [-0.13, -1.08, 4.22], [0.15, 1.72, 2.92], [-0.61, 4.07, 3.07], [-2.76, 4.73, 2.05], [-4.15, 3.05, 0.89], [-3.35, 0.71, 0.70], [3.12, 0.51, -2.82], [2.17, 0.32, -3.52], [2.10, 0.46, -5.05], [0.67, 0.09, -5.43], [0.03, -0.16, -4.10], [-1.14, -0.44, -3.82], [0.92, -0.05, -3.11], [2.86, -0.20, -5.48], [2.36, 1.49, -5.30], [0.61, -0.82, -6.03], [0.15, 0.88, -5.98]]}